DFT (ωB97M-V with the def2-TZVPD basis set) results for a cluster of 2 separate species, C17H19N2O4S in total.

Properties
Kohn-Sham gap	5.79	eV
E_LUMO	-5.181	eV
spin multiplicity	1
total charge	+1

Geometry as XYZ:
```
43
Properties=species:S:1:pos:R:3:forces:R:3
C 2.8190 0.4375 -0.1071 -0.009 -1.256 0.832
C -3.4445 2.1435 -2.8102 1.157 1.177 0.421
H 5.8219 -1.1489 0.4993 -1.396 0.324 -0.047
O 0.6390 -1.9328 3.3471 -0.646 -1.091 -2.140
H 0.8322 -0.1703 0.7428 1.139 -0.004 -0.204
H -4.3420 -1.8429 -0.4911 0.073 0.043 0.041
C 0.5876 1.7731 -2.7841 -1.517 0.123 1.486
N 1.1378 1.2034 3.4720 0.116 0.136 0.275
C 3.8924 -1.8363 1.4221 -0.827 1.952 -1.461
H 4.3907 -2.6599 1.9908 -0.725 0.866 -0.624
O 1.6963 -3.6298 2.2756 -0.688 0.934 0.202
C -4.5082 -1.7467 0.5830 -0.029 -0.024 -0.117
H -4.7146 -2.7239 1.0213 0.035 0.050 0.040
O 1.3031 -1.1816 4.2933 1.190 3.747 0.837
H -1.8948 -2.3646 -0.2617 -0.032 0.063 0.023
H -2.4858 2.0074 -0.1931 1.356 0.127 -0.640
H -0.9658 1.8808 -4.3935 0.089 -0.004 1.351
C -0.2211 1.8507 -0.3942 -0.447 0.084 -1.810
H -5.3555 -1.0850 0.7608 0.116 0.021 0.067
C -1.6129 1.9507 -0.8869 1.396 0.415 -2.014
C 4.7133 -0.9783 0.5741 -1.247 -0.975 1.197
H -4.1513 1.5135 -2.2130 0.749 0.379 -0.683
C 1.9246 -0.3918 0.7001 1.710 -1.022 0.466
H 1.4299 1.7188 -3.5296 -1.055 0.051 0.847
H -0.0227 1.8418 0.7133 -0.395 0.138 -1.233
S -3.0549 -1.0292 1.3688 -0.164 -0.033 0.143
H -3.6999 3.2285 -2.5931 0.075 -1.228 -0.237
C -0.8088 1.8740 -3.2801 0.650 0.070 2.108
C -1.8985 -2.3028 0.8278 0.000 -0.071 -0.211
H -0.9021 -2.0349 1.1797 -0.125 0.071 0.043
H 4.8214 0.6408 -0.6998 -0.488 -0.232 0.326
C 1.5546 -2.4515 2.3917 1.449 -0.594 -0.558
H 2.6799 2.6131 -0.3159 -0.108 -1.053 -0.627
H -2.1875 -3.2628 1.2576 0.008 0.058 0.037
C -1.9457 1.9884 -2.3412 2.291 -0.612 0.831
C 0.9141 1.7631 -1.3296 -2.450 0.035 -1.906
C 1.2326 0.1645 3.9553 -0.188 -2.858 -0.115
N 4.1752 0.0823 -0.1276 -1.284 -0.903 0.973
C 2.4415 -1.5441 1.4797 1.531 2.309 -0.896
O -2.7167 0.2241 0.6249 -0.207 -0.901 0.411
H -3.5499 2.0251 -3.9205 0.078 -0.217 1.129
C 2.4206 1.6977 -0.9362 -0.486 -0.206 0.431
H 3.0553 1.6953 -1.8726 -0.698 0.111 1.005
```
Positions in Å, forces in eV/Å.

Löwdin population analysis, charges in e, atoms 1 to 8: C -0.0945; C -0.0579; H 0.1538; O 0.0208; H 0.1113; H 0.0616; C -0.0360; N 0.2104

DFT (ωB97M-V with the def2-TZVPD basis set) results for a cluster of 4 separate species, CH8N2O3 in total.

Properties
Kohn-Sham gap	3.83	eV
energy relative to the best compared isomer or geometry (same formula, charge and spin)	210.3	kcal per mole
E_LUMO	-5.577	eV
spin multiplicity	1
total charge	0

Geometry as XYZ:
```
14
Properties=species:S:1:pos:R:3:forces:R:3
O -1.6396 0.5768 -1.0522 0.108 -1.063 -0.406
H 0.5066 1.6823 0.4853 0.328 -0.227 0.069
H -0.7266 3.3685 -0.4633 0.125 0.010 0.074
H -0.2746 -3.1395 0.1091 -0.109 -0.354 -0.569
H 0.8426 -0.6259 -0.6672 0.952 1.856 0.397
O 1.2774 1.0539 0.6761 -0.426 -0.312 -0.244
N 0.4681 -1.4744 -1.0132 -1.084 -1.751 -0.758
C 0.2476 -2.2027 0.0460 0.938 2.251 4.248
H -1.2975 1.4757 -0.7092 0.144 0.413 0.908
H -0.8743 0.2241 -1.5185 -0.058 0.102 -0.446
H 0.9423 0.2802 1.1695 0.173 0.707 0.092
H 0.3163 -2.0351 2.1441 0.069 -0.211 -0.851
N 0.6636 -1.5934 1.2678 -1.094 -1.495 -2.333
O -0.7431 2.5519 0.0501 -0.067 0.075 -0.181
```
Positions in Å, forces in eV/Å.

Löwdin population analysis, charges in e, atoms 1 to 8: O -0.0468; H -0.0147; H 0.0152; H 0.1081; H 0.0150; O -0.0815; N 0.2199; C -0.2155

DFT (ωB97M-V with the def2-TZVPD basis set) results for a cluster of 6 separate species, C16H46N2O10 in total.

Properties
Kohn-Sham gap	9.38	eV
energy relative to the best compared isomer or geometry (same formula, charge and spin)	79.3	kcal per mole
E_LUMO	0.224	eV
spin multiplicity	1
total charge	0

Geometry as XYZ:
```
74
Properties=species:S:1:pos:R:3:forces:R:3
C -4.7501 3.9158 -0.4164 -1.925 -0.147 -0.152
C -6.1784 0.9286 1.2321 -0.458 1.054 -0.784
H 1.6451 -2.9743 2.1543 0.054 0.530 0.164
H -4.2856 3.9518 -1.4019 0.317 -0.058 0.335
C 5.4954 6.3014 -0.4181 -1.141 -0.892 -1.293
O 2.7084 -1.3058 -3.3883 0.053 2.265 -0.149
H 1.2701 2.8191 5.9534 -0.287 0.130 -0.063
C 2.8495 2.9460 4.5470 0.138 -0.906 2.657
C 5.5842 4.7448 -0.6775 0.175 1.645 0.773
H -0.2103 1.0686 -1.6474 -0.097 -0.690 -0.208
C 1.8118 -0.2276 -2.9323 0.175 -1.752 0.230
C 2.8569 -1.2814 -4.8683 -0.868 -0.605 2.367
H 4.5697 4.3474 -0.7090 -0.255 0.033 0.490
H 6.4483 6.8070 -0.2617 0.163 -0.414 0.246
H 0.1463 0.5221 0.0136 0.130 0.255 -0.025
H 6.6997 3.3621 -0.0205 0.270 -0.236 0.467
H 4.9591 6.7802 1.3994 -0.042 -0.136 0.129
H 3.0192 -0.3366 -5.3870 0.098 0.443 0.635
O 4.0751 2.2261 4.3301 -0.696 0.503 -0.517
H -6.3681 0.6012 -0.7469 0.217 -0.015 -0.153
C -0.1287 -5.5545 2.8487 0.326 -0.150 -0.042
O -5.1701 2.5992 -0.1418 0.539 -0.609 0.282
C 1.9106 2.0844 5.4656 -0.075 1.710 -1.015
H 4.4040 2.5374 3.4836 0.347 -0.128 -0.042
C -3.1060 -5.1788 -3.9566 0.610 -0.879 0.663
H 2.2274 0.7366 -3.2249 0.166 0.235 0.230
H 3.3826 -1.0527 -0.8978 -0.321 -0.537 -0.388
H -4.2909 -0.0618 0.5410 -0.162 0.907 -0.513
O -2.7466 -4.3098 -4.9812 0.138 0.817 -0.308
H 0.7743 -4.6522 1.1208 0.458 -0.637 -0.172
C 0.5733 0.7376 -0.9659 0.377 0.932 0.206
H -6.7817 3.2640 1.0299 -1.264 -0.701 -0.935
H -3.4998 -4.6565 -3.0847 -0.517 0.396 -0.352
H -7.7898 0.5993 0.0003 -0.214 0.029 0.038
C 1.0545 -4.7911 2.1650 -0.990 0.641 2.033
H 2.4250 3.3966 3.6499 -0.331 -0.617 -0.078
C 1.4988 -0.3482 -1.4009 -0.056 -2.596 -1.666
C -4.8704 0.2042 1.4251 1.854 -0.685 0.509
H -2.0427 -4.7555 -5.4581 0.164 0.019 -0.260
H 5.9818 4.4666 -1.6535 0.442 0.525 -0.147
C -1.8784 -5.8350 -3.3451 -0.067 0.796 1.002
H -1.2742 -5.0498 -2.8906 -0.136 0.551 0.092
H 2.9889 3.7642 5.2535 0.809 0.574 -0.228
H -0.3696 -5.2401 3.8641 0.420 1.002 0.050
H 3.0605 0.4737 -0.7303 0.829 0.504 0.748
H 0.8620 -0.3598 -3.4506 -0.217 0.113 -0.211
H -6.6997 0.8079 2.1817 -0.641 -0.087 -0.270
H 3.7281 -1.9207 -5.0114 -0.548 -0.293 -0.520
O 1.0468 1.2560 4.7807 -1.030 -1.018 -0.508
H -5.7327 4.3814 -0.4920 0.170 1.278 -0.272
H -4.8952 -0.8029 1.8413 -1.267 -0.122 0.267
H -1.4902 -4.5012 2.0055 -0.190 0.138 -0.027
O -1.0487 -6.4740 -4.2673 0.034 -0.686 -0.683
H 0.0036 -6.6124 3.0757 0.494 -0.243 -0.934
N 2.6590 -0.4365 -0.5561 0.906 1.860 0.401
H -3.8427 -5.8819 -4.3452 -0.069 -0.338 0.283
H -0.2371 -6.6664 -3.7920 0.156 -0.127 -0.279
H 1.0961 -1.3355 -1.1748 -0.948 -0.152 -0.913
H -5.5002 2.8714 1.8891 0.955 -0.145 0.333
H 2.3886 1.6089 6.3221 0.810 -0.239 -0.361
O -1.2854 -5.4384 2.0423 -0.176 -0.105 -0.085
H 1.4967 0.6298 4.2087 0.324 0.003 0.124
H 5.0503 6.7553 -1.3035 0.307 -0.143 -0.444
H 2.0530 -5.1646 2.3923 -0.159 -0.734 -0.554
C -6.0048 2.5002 0.9971 1.911 -1.223 0.916
H -4.2051 4.3973 0.3956 0.408 -0.180 -0.062
O 1.0717 -3.4562 2.7548 -0.222 -0.394 -0.473
H -2.1555 -6.4499 -2.4888 -0.306 -0.538 -0.143
O 4.5174 6.6345 0.5596 0.457 -0.171 0.460
H -4.1842 0.6566 2.1411 0.006 0.670 -0.162
O 6.3812 4.1791 0.3703 -0.393 -0.236 -0.660
N -6.8360 0.2791 0.0882 -0.432 0.029 0.621
H 1.2344 1.6040 -0.9473 -0.134 0.512 0.649
H 1.8496 -1.6351 -5.0877 0.430 -0.536 -1.344
```
Positions in Å, forces in eV/Å.

Löwdin population analysis, charges in e, atoms 1 to 8: C -0.0992; C -0.3886; H 0.0665; H 0.0919; C -0.2274; O -0.2313; H 0.1088; C -0.2147

DFT (ωB97M-V with the def2-TZVPD basis set) results for a cluster of 2 separate species, CH2N2S4 in total.

Properties
Kohn-Sham gap	8.08	eV
energy relative to the best compared isomer or geometry (same formula, charge and spin)	13.4	kcal per mole
E_LUMO	-0.657	eV
spin multiplicity	1
total charge	0

Geometry as XYZ:
```
9
Properties=species:S:1:pos:R:3:forces:R:3
H 2.0339 -2.4203 0.2060 -0.458 0.068 0.402
N -3.9527 0.1246 -0.5779 2.003 0.593 -4.375
C -0.6170 0.2940 -0.4152 0.672 -1.337 4.039
S 0.8753 -1.9882 0.7882 0.731 -0.094 0.164
N -3.4954 0.2919 -1.6000 -0.809 -0.047 1.183
S -0.9819 0.6267 1.1808 0.556 -0.225 -1.325
S 0.5106 -0.9344 -0.9189 -0.876 0.885 -1.080
H -1.3695 0.6594 -1.0276 -0.354 0.761 -2.234
S -4.4764 -0.1568 0.7978 -1.465 -0.602 3.226
```
Positions in Å, forces in eV/Å.

Löwdin population analysis, charges in e, atoms 1 to 8: H -0.1687; N -0.8101; C -1.0657; S 0.3196; N 0.1726; S 0.5197; S 0.4235; H -0.0832